A 2-piece molecular cluster, C3H11N2 overall in a non-equilibrium geometry, computed with ωB97M-V with the def2-TZVPD basis set.

Results
ΔE to the lowest compared entry with this formula, charge and spin, kcal/mol: 32.6
Net charge: +1
Largest force on an atom, eV/Å: 1.84
LUMO energy, eV: -2.951
Gap between HOMO and LUMO, eV: 11.755

Element x y z (Å)
C -1.40 -1.80 -1.15
N -1.41 -1.35 0.04
H -2.19 -2.38 -1.61
H -0.51 -1.60 -1.76
H -0.63 0.35 -0.15
H -2.06 -1.89 0.60
C 1.27 0.93 -0.74
N 0.10 1.00 0.23
C 0.51 0.59 1.60
H 1.31 -0.09 -1.10
H 2.20 1.12 -0.21
H 1.13 1.61 -1.57
H -0.23 1.95 0.11
H -0.26 0.85 2.31
H 0.75 -0.47 1.64
H 1.42 1.16 1.77

=====

A 9-piece molecular cluster, C38H74F15N4O13 overall in a non-equilibrium geometry, computed with ωB97M-V with the def2-TZVPD basis set.

Results
Net charge: -1
Largest force on an atom, eV/Å: 5.90
LUMO energy, eV: 0.004
Gap between HOMO and LUMO, eV: 2.055

Element x y z (Å)
C 3.48 0.84 -7.33
C 2.64 0.57 -6.13
C 3.11 -0.65 -5.30
C 2.19 -0.94 -4.11
N 2.71 -2.14 -3.31
C 2.65 -3.45 -4.15
C 2.64 -4.68 -3.20
C 2.22 -4.08 -1.85
C 1.84 -2.61 -2.15
C 4.11 -1.93 -2.62
H 3.73 -0.08 -7.85
H 4.46 1.29 -7.17
H 2.96 1.45 -8.07
H 1.66 0.36 -6.56
H 2.52 1.45 -5.50
H 4.10 -0.44 -4.88
H 3.15 -1.52 -5.96
H 1.18 -1.25 -4.35
H 2.29 -0.15 -3.36
H 3.48 -3.38 -4.86
H 1.66 -3.43 -4.60
H 3.57 -5.22 -3.04
H 1.90 -5.41 -3.56
H 2.93 -4.07 -1.02
H 1.38 -4.66 -1.47
H 1.89 -1.95 -1.28
H 0.80 -2.66 -2.46
H 4.42 -2.80 -2.04
H 4.07 -1.03 -2.01
H 4.91 -1.87 -3.36
C -3.12 1.34 3.74
C -2.17 2.22 4.55
O -2.34 2.63 5.67
N -0.85 2.74 3.80
H -0.44 1.85 3.59
H -1.08 3.01 2.85
C 0.04 3.64 4.71
H -2.81 1.36 2.69
H -4.11 1.79 3.75
H -3.27 0.35 4.17
H -0.31 4.62 5.02
H 0.93 3.68 4.08
H 0.34 2.99 5.54
C 6.12 4.02 4.48
C 4.77 3.25 4.50
O 3.71 3.80 4.81
N 4.86 1.79 4.02
H 5.26 1.81 3.09
H 5.48 1.36 4.69
C 3.52 1.00 3.92
H 6.14 4.96 5.02
H 6.40 4.29 3.46
H 6.87 3.31 4.84
H 2.81 1.70 3.47
H 3.13 0.88 4.93
H 3.59 0.04 3.40
C -1.58 -1.01 -0.25
C -0.42 -0.08 -0.56
O 0.15 0.02 -1.66
N 0.16 0.69 0.62
H -0.34 1.56 0.72
H 0.01 0.28 1.53
C 1.68 0.98 0.48
H -1.16 -1.82 0.34
H -2.20 -1.29 -1.10
H -2.31 -0.46 0.33
H 2.21 0.05 0.26
H 2.07 1.57 1.31
H 1.71 1.66 -0.37
C 0.32 -1.21 4.06
O 0.39 -2.12 2.97
O -0.12 0.00 3.54
C -0.43 -1.92 5.26
F -0.63 -1.20 6.37
F -1.68 -2.20 4.89
F 0.20 -3.05 5.52
C 1.53 -2.94 2.86
C 1.28 -3.66 1.48
H 1.29 -2.96 0.64
H 2.13 -4.32 1.32
H 0.34 -4.22 1.48
H 1.68 -3.72 3.61
H 2.49 -2.44 2.87
H 1.30 -0.99 4.50
C -2.38 3.35 0.00
O -2.99 4.71 0.23
O -1.33 3.18 1.02
C -3.52 2.29 -0.46
F -4.23 1.54 0.44
F -4.55 2.89 -1.06
F -3.03 1.47 -1.38
C -4.16 4.89 1.11
C -4.46 6.39 1.13
H -3.59 6.99 1.40
H -4.93 6.74 0.21
H -5.19 6.49 1.94
H -3.91 4.52 2.10
H -5.06 4.36 0.78
H -1.86 3.46 -0.95
C -4.16 -4.65 0.34
O -4.34 -3.29 0.88
O -5.33 -5.10 -0.28
C -2.78 -4.83 -0.47
F -2.76 -4.46 -1.75
F -1.70 -4.35 0.12
F -2.50 -6.09 -0.44
C -3.87 -2.94 2.14
C -4.50 -1.66 2.68
H -5.57 -1.67 2.87
H -3.98 -1.36 3.59
H -4.27 -0.88 1.96
H -2.79 -2.78 2.15
H -4.10 -3.73 2.86
H -4.06 -5.34 1.17
C -7.29 -2.69 -5.08
O -6.27 -2.22 -4.17
O -7.84 -3.81 -4.38
C -8.17 -1.45 -5.31
F -7.53 -0.53 -6.00
F -9.37 -1.72 -5.93
F -8.47 -0.88 -4.09
C -5.05 -1.88 -4.74
C -4.02 -1.90 -3.67
H -2.98 -1.83 -4.00
H -4.23 -1.20 -2.87
H -4.06 -2.82 -3.08
H -4.93 -1.03 -5.40
H -4.70 -2.59 -5.49
H -6.89 -3.08 -6.02
C 5.59 2.27 0.34
O 4.26 2.78 0.75
O 6.16 1.98 1.55
C 5.24 1.06 -0.66
F 4.36 1.45 -1.58
F 6.33 0.61 -1.31
F 4.75 -0.04 -0.06
C 4.09 4.16 1.01
C 2.64 4.41 1.42
H 1.92 4.02 0.70
H 2.42 3.94 2.38
H 2.47 5.48 1.52
H 4.37 4.75 0.13
H 4.81 4.46 1.77
H 6.11 2.97 -0.31

=====

C23H29IrN5 as an isolated structure, computed with ωB97M-V with the def2-TZVPD basis set.

Results
ΔE to the lowest compared entry with this formula, charge and spin, kcal/mol: 0.0
Net charge: +1
Largest force on an atom, eV/Å: 0.86
LUMO energy, eV: -2.502
Gap between HOMO and LUMO, eV: 6.826

Element x y z (Å)
Ir 0.19 -0.66 0.78
C 1.16 1.80 -0.64
C 2.36 1.81 0.30
C 3.03 0.49 0.60
C 4.41 0.46 0.68
C 5.07 -0.72 0.95
C 4.32 -1.87 1.10
C 2.95 -1.79 1.00
N 2.31 -0.63 0.78
N -0.08 1.37 0.03
C -1.18 1.16 -0.93
C -2.27 0.36 -0.26
C -3.61 0.50 -0.55
C -4.53 -0.32 0.09
C -4.08 -1.24 1.01
C -2.72 -1.34 1.26
N -1.83 -0.56 0.63
C -0.53 2.34 1.07
C -0.07 1.95 2.44
C -0.01 2.85 3.49
C 0.41 2.40 4.73
C 0.78 1.07 4.87
C 0.69 0.24 3.77
N 0.27 0.67 2.58
H 1.34 1.11 -1.46
H 1.02 2.80 -1.06
H 2.11 2.31 1.24
H 3.12 2.44 -0.16
H 4.97 1.38 0.54
H 6.15 -0.75 1.02
H 4.79 -2.83 1.29
H 2.30 -2.65 1.08
H -0.79 0.60 -1.78
H -1.58 2.12 -1.29
H -3.93 1.24 -1.28
H -5.59 -0.22 -0.13
H -4.76 -1.89 1.53
H -2.31 -2.05 1.95
H -1.62 2.34 1.07
H -0.21 3.35 0.81
H -0.29 3.89 3.33
H 0.47 3.08 5.57
H 1.12 0.68 5.82
H 0.97 -0.81 3.83
C 0.14 -2.56 -2.28
C -0.33 -3.10 -0.92
C 0.12 -4.55 -0.76
C -1.87 -3.06 -0.88
N 0.40 -2.30 0.04
H -0.35 -3.11 -3.08
H 1.22 -2.67 -2.37
H -0.11 -1.50 -2.38
H -0.33 -5.19 -1.52
H -0.17 -4.94 0.22
H 1.21 -4.62 -0.84
H -2.30 -3.67 -1.68
H -2.23 -2.04 -1.00
H -2.23 -3.45 0.07